Molecular formula: C44H106BrMnN6O16S
Method: DFT, wB97M-V/def2-TZVPD

XYZ file:
```
175
Properties=species:S:1:pos:R:3:forces:R:3
Mn 10.736270 6.710970 13.671690 0.46 0.34 0.84
Br 12.115810 8.626370 14.638610 0.29 0.50 0.05
S 10.803860 4.061290 13.993820 -2.27 -8.36 0.44
O 11.734530 5.092320 14.371780 4.14 2.60 1.18
O 9.852710 4.802560 13.189140 -2.42 1.80 -2.17
O 11.290590 2.858650 13.330900 2.27 1.15 -2.67
O 10.201440 3.402630 15.127340 -1.67 1.75 2.99
C 10.733830 17.945310 11.209220 0.01 1.02 -0.16
O 11.566660 16.850040 10.980110 -0.42 -1.07 0.23
C 11.085490 15.996620 9.886970 0.24 1.39 1.33
C 11.834930 14.704710 9.931070 0.77 -0.28 -0.41
N 11.590890 13.878190 11.103370 -0.68 0.89 0.28
C 12.703860 12.986480 11.424680 -1.19 -0.30 1.16
C 12.580280 12.395030 12.834550 0.53 0.53 0.38
O 12.973880 13.305410 13.887000 -0.16 -0.71 -0.83
C 13.094200 12.665690 15.165500 -0.11 0.93 -0.49
H 10.799060 18.613610 10.350610 -0.04 0.40 -0.11
H 11.015920 18.497320 12.105780 0.65 -0.15 -0.07
H 9.668350 17.795330 11.383400 -0.25 -0.96 -0.22
H 11.367430 16.535890 8.982650 -0.40 -0.15 -0.39
H 10.007660 15.951710 10.043050 -0.16 -0.43 -0.46
H 12.874530 15.015860 10.033680 0.49 0.20 -0.67
H 11.709900 14.199250 8.973480 0.02 -0.31 0.06
H 11.642120 14.637060 11.767890 -0.36 -0.21 1.10
H 13.643950 13.533080 11.350070 0.49 -0.45 -0.44
H 12.531020 12.094040 10.823210 0.94 0.16 -0.64
H 13.216970 11.513300 12.907150 0.09 -0.18 -0.08
H 11.550450 12.054600 12.942550 -0.26 -0.01 0.34
H 13.814870 11.849480 15.215860 0.00 -0.12 -0.43
H 12.111770 12.311680 15.477910 -0.07 -0.12 0.26
H 13.456800 13.471050 15.804270 -0.18 -0.19 0.28
C 12.666150 6.671900 11.237510 0.01 0.00 -0.88
O 11.338630 6.829280 11.704710 -0.77 -0.06 -1.46
C 10.401790 7.540640 10.846950 1.00 0.65 0.67
C 8.996970 7.492320 11.404190 0.52 -0.14 -0.45
N 9.024510 7.742160 12.840010 -0.86 0.00 -0.02
C 7.858120 7.167730 13.474910 -0.02 -2.45 -0.88
C 7.996250 6.872340 14.973590 -0.19 0.78 -0.84
O 9.363140 6.679670 15.311700 -1.23 0.57 -1.48
C 9.527000 6.088270 16.553640 -0.14 0.20 1.47
H 13.075740 7.650630 10.987660 0.35 0.05 0.41
H 12.702810 6.085240 10.319580 -0.35 -0.12 -0.26
H 13.263600 6.087950 11.937620 -0.25 0.46 0.41
H 10.400620 7.181190 9.817920 0.32 -0.17 -0.02
H 10.688100 8.591400 10.891820 0.45 0.17 -0.35
H 8.577850 6.537460 11.086890 -0.26 -0.17 0.82
H 8.421780 8.269790 10.901410 -0.12 0.12 -0.29
H 8.889530 8.727000 13.018850 0.89 0.49 -0.30
H 7.792440 6.182920 13.012370 -0.08 -0.24 0.09
H 6.948580 7.652330 13.119940 -0.31 0.48 0.75
H 7.414170 5.965150 15.135710 0.07 -0.05 0.43
H 7.548850 7.720470 15.491860 0.20 -0.03 0.75
H 8.905140 5.197300 16.640620 0.29 -0.18 0.01
H 9.201820 6.857560 17.254030 0.07 -0.22 0.69
H 10.581120 5.866380 16.720040 -0.23 -0.15 -0.22
C 12.624140 13.112250 18.695550 0.49 -1.60 -2.19
O 13.703410 12.217360 18.272040 -0.26 0.35 0.32
C 13.285610 10.845000 18.110360 0.29 -0.23 0.81
C 14.429350 9.914210 17.603760 0.23 2.30 0.19
N 15.699640 10.374970 18.238030 0.31 -1.30 -0.49
C 16.858180 9.787650 17.487010 -0.82 0.77 0.12
C 18.184290 9.828630 18.218320 -0.64 -0.45 -0.06
O 18.813000 11.082710 18.113910 -0.53 0.95 0.39
C 19.792750 11.329730 19.112830 0.52 -0.67 -1.47
H 12.905350 14.146080 18.495040 0.51 -0.10 0.81
H 12.209570 12.851610 19.669360 0.28 0.29 0.18
H 11.873400 12.953080 17.921500 -0.73 -0.05 0.23
H 12.392800 10.793980 17.487160 0.07 -0.08 -0.35
H 13.011580 10.459280 19.092310 -0.21 0.06 0.38
H 14.499680 10.064700 16.526490 -0.07 -0.45 -0.31
H 14.217700 8.873380 17.848650 -0.05 0.09 -0.08
H 15.723580 11.375680 18.103460 0.04 0.17 0.19
H 16.935170 10.296820 16.526320 0.33 -0.10 -0.09
H 16.628200 8.758440 17.211440 -0.08 -0.18 0.36
H 18.787760 9.048000 17.755130 0.54 -0.09 0.03
H 18.005050 9.553020 19.257560 0.06 0.03 0.24
H 20.365630 12.199470 18.791190 -0.28 0.23 0.16
H 20.482940 10.494250 18.995720 0.39 -0.18 0.78
H 19.439910 11.444240 20.137770 -0.31 -0.11 -0.06
C 15.555720 5.217220 13.747180 0.07 0.95 0.77
O 16.368420 5.903490 12.793030 0.53 -0.42 -0.58
C 17.423410 6.702600 13.293080 0.03 0.29 0.59
C 16.975460 8.121020 13.655120 -0.89 -0.16 -0.46
N 16.584790 8.820240 12.431990 1.47 0.56 0.14
C 15.834680 10.098490 12.584290 0.01 -1.86 -0.57
C 16.622250 11.233920 13.282960 -0.52 -2.89 -1.74
O 16.197680 11.260200 14.600770 -0.81 1.29 -0.14
C 16.764500 12.361390 15.248410 0.47 0.04 1.05
H 15.213310 4.230650 13.434870 0.17 0.22 -0.51
H 14.702310 5.856460 13.973380 -0.30 -0.20 0.07
H 16.092390 5.091730 14.687570 0.13 -0.09 0.09
H 18.234800 6.747600 12.566630 -0.30 0.08 -0.54
H 17.926480 6.264730 14.155230 -0.36 -0.36 0.42
H 17.747950 8.626950 14.234260 0.12 0.20 -0.16
H 16.065070 8.084200 14.253410 0.00 -0.33 0.80
H 16.049810 8.133020 11.920500 -0.34 0.22 -0.25
H 14.912110 9.827420 13.097600 -0.35 0.68 0.44
H 15.582940 10.263040 11.536600 -0.14 0.87 0.08
H 16.522320 12.128260 12.667920 -0.07 0.53 0.58
H 17.635070 10.833560 13.238030 0.62 0.60 -0.03
H 16.544710 13.367260 14.890610 -0.52 -0.09 -0.73
H 17.845650 12.240560 15.180530 0.31 0.19 0.52
H 16.397590 12.341260 16.274610 0.36 -0.03 0.09
C 14.830730 13.392270 8.108220 -0.55 0.20 0.90
C 14.451020 11.969140 7.699390 0.76 -0.97 0.70
C 15.150930 10.972080 8.753140 -0.39 -0.13 -2.01
C 14.613460 9.514680 8.718160 -0.17 1.10 0.87
C 13.107470 9.566300 8.983800 0.49 -0.61 -0.89
C 12.307270 10.483110 8.036390 -0.36 0.45 -0.42
N 12.984700 11.815620 7.837940 0.30 -0.69 1.72
O 12.296660 12.638170 6.957080 -0.29 0.35 0.01
C 12.074100 9.786940 6.665180 1.19 -0.19 0.70
C 10.862250 10.697050 8.567490 -0.41 1.03 -0.68
C 14.967500 11.699300 6.285260 -0.54 -1.00 -0.66
H 14.386830 13.590180 9.083870 -0.37 0.01 -0.05
H 14.430930 14.134480 7.417300 0.20 -0.01 -0.06
H 15.882950 13.566430 8.333170 0.28 -0.31 -0.72
H 16.189900 10.845240 8.448930 0.25 0.71 0.22
H 15.079520 11.495600 9.706510 -0.04 -0.54 0.25
H 15.094360 8.951910 9.518240 -0.04 0.10 0.40
H 14.949990 8.924040 7.866110 -0.36 0.51 -0.62
H 13.019750 9.757500 10.053310 -0.54 0.44 -0.07
H 12.713060 8.569250 8.787770 -0.28 -0.15 0.31
H 11.800350 10.537830 5.924020 -0.53 -0.38 -0.02
H 12.998180 9.324120 6.318830 0.06 -0.13 -0.07
H 11.345860 8.989770 6.814470 -0.21 0.20 -0.41
H 10.332340 9.803350 8.897030 0.56 -0.22 0.29
H 10.690240 11.529370 9.249950 0.61 -0.22 0.60
H 10.245640 11.029370 7.732350 0.04 0.00 -0.37
H 16.043190 11.531220 6.232840 0.03 0.37 0.13
H 14.660860 12.411620 5.519320 0.23 0.61 0.30
H 14.523170 10.786930 5.887450 0.07 -0.41 0.20
H 12.458530 12.290800 6.076890 0.02 -0.03 -0.55
C 10.668560 10.265880 21.396510 0.53 -0.12 0.50
C 9.198510 9.823280 21.374030 0.03 -1.14 0.46
C 8.323300 11.001450 21.817770 0.33 0.37 -0.63
C 8.059150 12.012260 20.684830 0.12 0.93 1.94
C 7.405460 11.319750 19.568930 0.59 -1.23 -1.21
C 8.360950 10.239090 18.926680 -1.27 -0.94 1.15
N 8.764180 9.293240 20.053080 -2.84 0.92 0.20
O 9.583670 8.270450 19.569020 0.24 0.94 0.42
C 7.433610 9.420800 17.966000 1.05 0.00 0.21
C 9.597630 10.851010 18.259310 -0.30 0.73 0.30
C 8.980900 8.677090 22.431620 -0.44 -0.72 -0.15
H 11.331780 9.679580 20.760510 -0.05 -0.06 -0.16
H 11.073350 10.091900 22.393490 -0.03 0.13 0.13
H 10.842440 11.318250 21.172030 -0.23 0.04 -0.18
H 7.349110 10.687780 22.192820 -0.05 -0.36 -0.18
H 8.814570 11.459640 22.676150 0.14 0.14 -0.01
H 8.903490 12.629610 20.378150 0.53 -0.44 -0.09
H 7.416370 12.770410 21.132200 -0.41 0.10 -0.09
H 7.070490 12.007690 18.792640 0.03 -0.03 -0.18
H 6.538780 10.763600 19.926250 -0.11 0.07 0.05
H 7.341050 9.951570 17.018460 0.13 -0.15 -0.16
H 7.875250 8.431890 17.843100 0.11 0.14 -0.44
H 6.421200 9.229430 18.321690 0.10 0.34 0.47
H 9.929940 10.415110 17.317150 -0.14 -0.16 0.12
H 9.375710 11.910360 18.130330 0.04 0.16 -0.58
H 10.436670 10.894450 18.953730 0.08 -0.33 -0.06
H 9.262730 8.856290 23.469190 0.31 0.84 -0.08
H 9.432140 7.704860 22.233490 0.55 0.25 -0.66
H 7.933900 8.383280 22.506250 -0.32 0.44 -0.32
H 10.377980 8.807830 19.525540 1.23 -0.85 -0.72
C 8.932830 10.829370 14.713750 0.52 -0.60 2.28
O 8.565170 10.396220 13.461090 -0.49 0.67 -1.47
H 8.144740 11.380600 15.226730 -0.10 0.44 -0.14
H 9.083410 9.939800 15.325370 0.19 -0.09 0.00
H 9.882530 11.364210 14.724670 -0.01 0.17 -0.05
H 8.642140 11.184080 12.918000 -0.16 -0.18 -0.62
C 13.607540 5.814480 17.047000 -0.71 -1.01 -0.94
O 13.562610 4.625540 16.253360 1.14 -0.13 1.41
H 14.004190 6.589560 16.391240 0.14 0.60 0.62
H 12.596820 6.048940 17.381030 -0.19 0.48 -0.12
H 14.147740 5.642270 17.977930 0.55 -0.05 -0.31
H 13.034150 4.805530 15.472380 -0.66 0.05 -0.36
```
Positions in Å, forces in eV/Å.

Computed properties:
- energy relative to the best compared isomer or geometry (same formula, charge and spin) (kJ/mol) = 0.0
- ⟨S²⟩ = 8.7530
- HOMO energy (spin up / spin down) (eV) = -4.068 / -4.070
- gap between HOMO and LUMO (spin up / spin down) (eV) = 5.862 / 5.863
- multiplicity = 6
- total charge = -1